A molecular structure, C50H48CoN2O4P2 in a non-equilibrium geometry. Source: OMol25; level of theory: the ωB97M-V functional and the def2-TZVPD basis.

Geometry as XYZ:
```
107
Properties=species:S:1:pos:R:3:forces:R:3
Co 0.1232 0.6291 -0.3749 -0.4 -0.8 0.2
C -1.7448 1.6120 2.1535 0.2 0.2 0.1
N -0.3225 1.4657 1.8082 0.0 -0.2 0.2
C 0.2700 0.5285 2.7848 0.0 0.1 0.0
C 0.3205 2.7901 1.9741 -0.2 0.0 -0.2
C -0.1202 3.7155 -0.2966 0.5 0.0 -0.2
C -0.3394 4.7586 -1.2999 0.2 0.1 0.6
C -0.4301 4.6546 -2.6249 0.0 0.0 -0.8
C -0.5194 3.4750 -3.4957 -0.1 1.3 -0.3
C -0.4808 2.1980 -3.1548 0.4 -1.1 0.3
C -0.0455 1.8199 -1.8378 0.1 -0.6 0.1
H -1.8475 2.0070 3.1744 0.0 0.0 0.0
H -2.2372 0.6505 2.1135 0.1 0.1 0.1
H -2.2353 2.2999 1.4657 0.0 0.0 0.0
H 0.1521 0.9012 3.8108 0.0 0.0 0.0
H 1.3320 0.3935 2.5915 0.0 0.0 0.0
H -0.2320 -0.4365 2.7071 0.0 0.0 0.0
H 1.3881 2.6418 1.8654 0.1 0.0 0.1
H 0.1417 3.1220 3.0028 0.0 0.1 0.0
H -0.3652 5.7739 -0.9141 0.0 -0.2 0.1
H -0.5184 5.6056 -3.1384 0.0 -0.1 -0.1
H -0.6655 3.6807 -4.5534 -0.3 0.2 0.1
H -0.7154 1.4387 -3.8884 0.3 -0.1 0.1
C 4.4938 0.4023 -4.1841 0.0 0.0 0.0
C 4.2837 -0.7988 -3.5244 0.2 0.0 0.1
C 3.6854 -0.8170 -2.2709 0.2 0.1 0.1
C 3.2966 0.3700 -1.6509 0.1 0.0 0.0
C 3.4702 1.5710 -2.3446 -0.1 0.0 -0.1
C 4.0751 1.5883 -3.5953 -0.1 0.0 0.1
P 2.5001 0.3411 0.0081 0.1 0.2 -0.5
C 3.4474 1.5812 0.9793 -0.1 0.1 0.0
C 3.3060 2.9381 0.6669 0.2 0.1 -0.1
C 3.9907 3.9125 1.3781 0.0 0.0 0.0
C 4.7935 3.5507 2.4534 0.0 0.0 0.0
C 4.9082 2.2137 2.8008 0.0 0.0 0.0
C 4.2421 1.2349 2.0715 0.0 0.1 0.0
C 3.0192 -1.2565 0.6960 0.0 0.0 0.1
C 4.3729 -1.6195 0.6602 -0.1 0.0 0.0
C 4.7825 -2.8326 1.1852 0.0 0.0 0.0
C 3.8471 -3.7018 1.7427 0.0 0.0 0.0
C 2.5091 -3.3489 1.7813 0.0 0.0 0.0
C 2.0948 -2.1249 1.2656 0.1 0.0 0.1
H 4.9759 0.4173 -5.1546 0.0 0.0 0.0
H 4.5879 -1.7327 -3.9832 0.0 0.1 0.0
H 3.5201 -1.7681 -1.7823 0.0 0.0 0.0
H 3.1360 2.5080 -1.9210 0.1 0.0 0.0
H 4.2288 2.5345 -4.1018 0.0 -0.1 0.0
H 2.6356 3.2491 -0.1271 0.1 0.0 0.0
H 3.8905 4.9555 1.0964 0.0 -0.1 0.0
H 5.3113 4.3100 3.0290 0.0 -0.1 -0.1
H 5.5175 1.9265 3.6486 0.0 0.0 0.0
H 4.3547 0.2002 2.3595 0.0 0.0 0.0
H 5.0992 -0.9525 0.2117 0.0 0.0 0.0
H 5.8313 -3.1032 1.1547 -0.1 0.0 0.0
H 4.1684 -4.6586 2.1389 0.0 0.1 0.0
H 1.7757 -4.0291 2.1976 0.0 0.0 0.0
H 1.0450 -1.8725 1.2727 0.0 0.0 0.0
C -0.4953 5.2316 1.6390 0.1 0.0 -0.1
C -0.1246 3.9022 1.0245 -0.1 -0.1 0.6
N 0.2189 2.4348 -0.7866 -0.7 1.2 -0.2
H 0.3519 5.9271 1.6356 0.0 -0.1 0.0
H -0.7992 5.1035 2.6769 0.0 0.0 0.0
H -1.3131 5.7205 1.1086 0.0 0.0 0.0
C -2.3329 -1.2470 -2.0257 0.1 0.1 -0.2
P -2.2073 -0.0491 -0.6670 0.1 0.4 -0.3
C -2.9997 -0.9805 0.6829 0.1 -0.2 0.1
C -4.0729 -0.4813 1.4230 -0.2 -0.2 -0.1
C -4.6682 -1.2684 2.4008 0.0 0.0 -0.1
C -4.1872 -2.5486 2.6552 0.0 0.1 0.0
C -3.0927 -3.0303 1.9506 0.0 0.0 0.1
C -2.4923 -2.2502 0.9713 0.1 0.0 -0.1
C -3.4534 1.1960 -1.1460 0.0 0.1 0.1
C -3.1588 2.5519 -1.0239 -0.1 0.0 -0.1
C -4.1047 3.5201 -1.3446 0.1 0.0 0.0
C -5.3580 3.1372 -1.7970 0.0 -0.1 0.0
C -5.6629 1.7854 -1.9279 0.0 0.0 0.0
C -4.7211 0.8219 -1.6013 0.0 0.0 0.0
H -3.3770 -1.5065 -2.1817 0.0 0.0 0.0
H -1.7805 -2.1474 -1.7857 -0.1 -0.1 0.0
H -1.9215 -0.8157 -2.9388 0.0 0.0 0.0
H -4.4526 0.5170 1.2360 0.0 -0.1 0.0
H -5.5137 -0.8812 2.9576 0.1 0.0 0.0
H -4.6693 -3.1693 3.4014 0.0 0.1 0.0
H -2.7069 -4.0219 2.1578 0.0 0.1 0.0
H -1.6263 -2.6327 0.4322 -0.1 0.0 0.1
H -2.1840 2.8604 -0.6700 -0.2 0.0 0.0
H -3.8595 4.5717 -1.2360 0.0 -0.1 0.0
H -6.1017 3.8858 -2.0409 0.0 0.0 0.0
H -6.6415 1.4806 -2.2803 0.1 0.0 0.0
H -4.9889 -0.2253 -1.6784 0.0 0.0 0.0
O 0.1661 -3.4141 -0.6586 0.0 0.3 -0.1
C 0.4390 -2.4020 -1.2987 0.0 -0.1 0.2
O 0.3103 -1.2071 -0.8157 0.0 -0.3 0.1
C 0.9116 -2.5211 -2.7183 0.0 -0.1 0.0
C 1.1214 -1.4058 -3.5071 -0.2 0.1 -0.3
C 1.5318 -1.5132 -4.8414 -0.2 0.1 0.0
C 1.7262 -2.7805 -5.3249 0.1 0.1 -0.2
O 2.1243 -3.1542 -6.5732 0.1 -0.1 0.0
C 2.2319 -4.5873 -6.5534 -0.1 0.2 0.3
O 1.8240 -5.0275 -5.2557 0.0 0.0 -0.1
C 1.5353 -3.8998 -4.5348 0.1 -0.2 0.1
C 1.1220 -3.8112 -3.2347 0.0 -0.2 0.1
H 0.9808 -0.4281 -3.0722 0.0 0.1 0.0
H 1.7058 -0.6400 -5.4603 0.0 -0.1 0.1
H 3.2631 -4.8788 -6.7343 0.2 0.0 0.1
H 1.5803 -5.0120 -7.3109 -0.2 0.0 -0.1
H 0.9658 -4.6868 -2.6164 0.0 0.1 0.0
```
Positions in Å, forces in eV/Å.

E_tot ... -119996.644 eV
Gap between HOMO and LUMO (alpha / beta) ... 6.33 / 6.33 eV
Total charge ... +1